A molecular structure, C21H45AsMgS3Si3. Source: OMol25; level of theory: ωB97M-V/def2-TZVPD.

Its LUMO energy is -5.398 eV. As for the total energy: -144921.3346 eV. The net charge is +2. Its orbital gap is 9.045 eV. For the energy relative to the best compared isomer or geometry (same formula, charge and spin), the calculation gives 0.0 kcal per mole.

CARTESIAN COORDINATES (ANGSTROEM)
Mg (1.075, -0.330, 0.199)
C (4.675, -0.704, 0.924)
C (3.868, -0.994, 2.018)
C (2.805, -0.161, 2.341)
C (2.560, 0.976, 1.558)
C (3.315, 1.212, 0.408)
C (4.389, 0.378, 0.108)
H (5.524, -1.339, 0.711)
H (4.084, -1.857, 2.632)
H (2.227, -0.335, 3.240)
H (1.842, 1.711, 1.892)
H (3.126, 2.091, -0.197)
H (5.009, 0.595, -0.752)
C (0.175, -4.132, 0.793)
C (1.487, -4.796, 0.382)
S (2.903, -3.701, 0.202)
C (3.203, -3.704, -1.580)
C (3.339, -2.332, -2.217)
S (1.998, -1.121, -2.059)
C (0.549, -1.989, -2.679)
C (-0.090, -3.062, -1.797)
S (-0.294, -2.605, -0.056)
H (0.184, -3.861, 1.849)
H (-0.650, -4.834, 0.660)
H (1.363, -5.382, -0.529)
H (1.742, -5.519, 1.159)
H (2.429, -4.284, -2.080)
H (4.142, -4.227, -1.770)
H (3.486, -2.444, -3.293)
H (4.217, -1.807, -1.842)
H (0.804, -2.422, -3.648)
H (-0.171, -1.197, -2.891)
H (0.479, -3.985, -1.835)
H (-1.081, -3.281, -2.200)
C (-0.442, 2.812, 3.113)
Si (-0.737, 3.220, 1.319)
C (-2.216, 4.316, 1.167)
C (0.713, 4.053, 0.499)
As (-1.052, 1.114, 0.205)
Si (-2.794, 0.022, 1.456)
C (-1.880, -0.838, 2.830)
C (-3.742, -1.157, 0.391)
C (-3.941, 1.320, 2.113)
Si (-1.662, 1.603, -2.055)
C (-2.742, 3.102, -2.115)
C (-0.061, 1.919, -2.947)
C (-2.548, 0.115, -2.731)
H (-0.113, 3.710, 3.640)
H (0.299, 2.034, 3.284)
H (-1.368, 2.489, 3.589)
H (-1.981, 5.221, 1.734)
H (-3.119, 3.888, 1.597)
H (-2.423, 4.618, 0.145)
H (0.804, 5.071, 0.880)
H (0.569, 4.130, -0.580)
H (1.661, 3.556, 0.680)
H (-1.148, -1.550, 2.441)
H (-2.576, -1.403, 3.452)
H (-1.365, -0.127, 3.474)
H (-3.135, -1.973, 0.014)
H (-4.225, -0.662, -0.447)
H (-4.533, -1.580, 1.013)
H (-3.486, 1.935, 2.888)
H (-4.808, 0.825, 2.555)
H (-4.309, 1.973, 1.322)
H (-2.194, 4.015, -1.891)
H (-3.590, 3.029, -1.436)
H (-3.139, 3.200, -3.128)
H (0.462, 2.777, -2.522)
H (-0.267, 2.154, -3.994)
H (0.626, 1.072, -2.938)
H (-3.601, 0.143, -2.454)
H (-2.149, -0.839, -2.389)
H (-2.502, 0.137, -3.822)

Charges per atom according to Löwdin partitioning, unit e: atom 1 (Mg): 0.387, atom 2 (C): -0.062, atom 3 (C): -0.078, atom 4 (C): -0.080, atom 5 (C): -0.181, atom 6 (C): -0.106, atom 7 (C): -0.064, atom 8 (H): 0.128, atom 9 (H): 0.121, atom 10 (H): 0.128, atom 11 (H): 0.068, atom 12 (H): 0.120, atom 13 (H): 0.129, atom 14 (C): -0.470, atom 15 (C): -0.507, atom 16 (S): 0.914, atom 17 (C): -0.490, atom 18 (C): -0.465, atom 19 (S): 0.861, atom 20 (C): -0.471, atom 21 (C): -0.449, atom 22 (S): 0.819, atom 23 (H): 0.083, atom 24 (H): 0.098, atom 25 (H): 0.082, atom 26 (H): 0.089, atom 27 (H): 0.072, atom 28 (H): 0.094, atom 29 (H): 0.099, atom 30 (H): 0.069, atom 31 (H): 0.110, atom 32 (H): 0.044, atom 33 (H): 0.058, atom 34 (H): 0.098, atom 35 (C): -0.198, atom 36 (Si): 0.303, atom 37 (C): -0.185, atom 38 (C): -0.188, atom 39 (As): 0.830, atom 40 (Si): 0.297, atom 41 (C): -0.204, atom 42 (C): -0.201, atom 43 (C): -0.203, atom 44 (Si): 0.293, atom 45 (C): -0.202, atom 46 (C): -0.203, atom 47 (C): -0.202, atom 48 (H): 0.054, atom 49 (H): 0.012, atom 50 (H): 0.027, atom 51 (H): 0.057, atom 52 (H): 0.021, atom 53 (H): 0.018, atom 54 (H): 0.054, atom 55 (H): 0.027, atom 56 (H): 0.005, atom 57 (H): -0.011, atom 58 (H): 0.053, atom 59 (H): 0.027, atom 60 (H): -0.001, atom 61 (H): 0.025, atom 62 (H): 0.053, atom 63 (H): 0.024, atom 64 (H): 0.052, atom 65 (H): 0.035, atom 66 (H): 0.030, atom 67 (H): 0.040, atom 68 (H): 0.053, atom 69 (H): 0.027, atom 70 (H): 0.055, atom 71 (H): -0.019, atom 72 (H): 0.035, atom 73 (H): 0.004, atom 74 (H): 0.055



C4H4O2 in the gas phase. Source: OMol25; level of theory: ωB97M-V/def2-TZVPD.

Its SMILES is C=C(C=O)C=O. Its LUMO energy is -1.048 eV. As for the total energy: -8304.0476 eV. Its orbital gap is 9.221 eV. For the energy relative to the best compared isomer or geometry (same formula, charge and spin), the calculation gives 69.9 kcal per mole.

CARTESIAN COORDINATES (ANGSTROEM)
C (-1.149, 0.389, -0.559)
C (-0.032, -0.139, 0.135)
C (0.332, 0.711, 1.308)
O (-0.007, 1.909, 1.703)
C (0.770, -1.107, -0.794)
O (1.833, -1.597, -0.416)
H (-1.451, 0.000, -1.567)
H (-1.764, 1.076, 0.237)
H (1.347, 0.213, 1.547)
H (0.123, -1.454, -1.595)

Charges per atom according to Löwdin partitioning, unit e: atom 1 (C): 0.115, atom 2 (C): -0.208, atom 3 (C): -0.180, atom 4 (O): -0.025, atom 5 (C): -0.194, atom 6 (O): 0.037, atom 7 (H): 0.080, atom 8 (H): 0.137, atom 9 (H): 0.132, atom 10 (H): 0.106